Molecular formula: C66H59As2OP2ReS
Method: DFT, ωB97M-V/def2-TZVPD

The geometry in XYZ format:
```
132
Properties=species:S:1:pos:R:3:lowdin_charge:R:1
Re -0.37859 -0.38718 -0.28507 0.498
C 4.61271 -2.07728 3.94853 0.010
C 4.05061 -0.65468 3.74633 -0.428
C 4.79771 0.31852 4.67333 -0.005
C 4.24471 -0.27408 2.29143 -0.081
C 5.50251 0.03752 1.78303 0.021
C 5.70021 0.28522 0.43613 -0.020
C 4.65241 0.15762 -0.46067 -0.043
C 3.38551 -0.15338 0.01503 -0.279
P 2.02421 -0.59888 -1.10397 0.998
C 2.48181 -2.31518 -1.53447 -0.358
C 1.94881 -2.88768 -2.69177 -0.178
C 2.42301 -4.10478 -3.15217 -0.073
C 3.40081 -4.78148 -2.44147 -0.037
C 3.89251 -4.24448 -1.26117 -0.040
C 3.44491 -3.01568 -0.80927 -0.063
C 2.51011 0.36002 -2.58007 -0.387
C 2.89401 -0.20348 -3.79297 -0.072
C 3.31461 0.60842 -4.83157 -0.037
C 3.37521 1.98192 -4.66727 -0.031
C 3.00951 2.54932 -3.45507 -0.052
C 2.57001 1.74602 -2.41807 -0.137
C 3.18301 -0.32148 1.38743 -0.202
O 1.88291 -0.54198 1.75203 -0.054
C 1.60341 -0.54408 3.08993 -0.204
C 0.25191 -0.41308 3.40653 -0.299
C -0.15719 -0.46248 4.73523 -0.059
C 0.78661 -0.67738 5.72343 -0.017
C 2.13001 -0.75498 5.39993 0.025
C 2.57521 -0.65468 4.08513 -0.077
P -0.93399 0.09542 2.12473 1.031
C -1.08709 1.87222 2.51343 -0.325
C -0.14869 2.52082 3.32253 -0.066
C -0.32939 3.85032 3.66313 -0.046
C -1.43259 4.55362 3.20443 -0.037
C -2.34349 3.93112 2.36663 -0.044
C -2.17019 2.60232 2.02003 -0.120
C -2.42429 -0.76028 2.75043 -0.372
C -3.67749 -0.17398 2.90913 -0.073
C -4.69299 -0.87048 3.54903 -0.042
C -4.48139 -2.15418 4.02443 -0.031
C -3.25139 -2.76328 3.82983 -0.044
C -2.23499 -2.07528 3.19323 -0.140
H 5.66701 -2.09958 3.69003 0.097
H 4.08811 -2.79938 3.32503 0.094
H 4.51121 -2.37798 4.98743 0.097
H 5.86511 0.28092 4.48633 0.087
H 4.65121 0.04972 5.71443 0.086
H 4.45371 1.33972 4.52453 0.105
H 6.34581 0.07672 2.45293 0.127
H 6.68251 0.54872 0.07773 0.124
H 4.82311 0.28772 -1.51757 0.122
H 1.15521 -2.39188 -3.23987 0.099
H 2.02301 -4.52928 -4.06067 0.125
H 3.76651 -5.72948 -2.80157 0.122
H 4.64381 -4.78008 -0.70267 0.120
H 3.85291 -2.59998 0.09943 0.106
H 2.90111 -1.27198 -3.93607 0.094
H 3.61661 0.15452 -5.76327 0.122
H 3.73651 2.60412 -5.47117 0.121
H 3.08951 3.61622 -3.31027 0.112
H 2.33391 2.18402 -1.44937 0.094
H -1.19549 -0.32168 4.99193 0.127
H 0.47351 -0.75618 6.75253 0.126
H 2.84881 -0.88848 6.19103 0.127
H 0.71361 1.99882 3.70643 0.110
H 0.39661 4.33782 4.29523 0.123
H -1.58379 5.57782 3.50763 0.124
H -3.20029 4.47092 1.99043 0.119
H -2.88839 2.12862 1.36923 0.068
H -3.87269 0.83482 2.58093 0.093
H -5.65099 -0.39478 3.69643 0.121
H -5.26539 -2.66928 4.55553 0.124
H -3.08199 -3.76528 4.19053 0.124
H -1.26649 -2.54258 3.08943 0.089
S -2.74129 -0.23448 -0.64217 0.816
C -3.34889 1.39382 -0.88567 -0.597
C -4.71859 1.64152 -0.84047 -0.057
C -5.17639 2.94512 -0.92807 -0.018
C -4.27779 3.99692 -1.05077 -0.010
C -2.91549 3.74502 -1.13607 -0.071
C -2.44199 2.44352 -1.06477 -0.405
As -0.59469 1.93442 -1.34977 1.254
C -0.81759 1.55352 -3.24757 -0.357
C -1.43709 2.49122 -4.07287 -0.096
C -1.60459 2.22422 -5.42057 -0.037
C -1.17369 1.01652 -5.94877 -0.038
C -0.61659 0.05462 -5.12157 -0.053
C -0.44929 0.32122 -3.77407 -0.139
C 0.26701 3.68172 -1.19417 -0.379
C 0.44581 4.22302 0.07583 -0.100
C 0.92721 5.51502 0.21233 -0.047
C 1.24501 6.26002 -0.91347 -0.039
C 1.07801 5.71672 -2.17757 -0.046
C 0.59101 4.42732 -2.32367 -0.118
H -5.40669 0.81922 -0.72177 0.109
H -6.23659 3.14492 -0.89437 0.128
H -4.63679 5.01342 -1.07977 0.129
H -2.21049 4.56342 -1.23917 0.119
H -1.80809 3.42132 -3.65397 0.106
H -2.07339 2.95462 -6.06177 0.122
H -1.28929 0.81972 -7.00227 0.121
H -0.31539 -0.89828 -5.53417 0.117
H -0.03049 -0.44718 -3.11747 0.045
H 0.20231 3.62982 0.95043 0.073
H 1.05861 5.93992 1.19663 0.115
H 1.62931 7.26222 -0.80577 0.121
H 1.33201 6.29742 -3.05207 0.122
H 0.47111 3.99952 -3.31287 0.098
C -0.51679 -4.31108 -1.61417 -0.253
As -0.86419 -2.96208 -0.23857 1.095
C 0.15611 -3.86648 1.17553 -0.240
C -2.75539 -3.48908 0.16993 -0.294
C -3.77719 -3.23328 -0.88927 -0.343
C -4.83909 -2.34958 -0.64067 -0.137
C -5.82249 -2.13578 -1.59027 -0.078
C -5.76859 -2.79258 -2.81117 -0.054
C -4.72889 -3.68268 -3.06597 -0.052
C -3.75679 -3.90858 -2.11157 -0.050
H -1.08459 -5.20108 -1.33407 0.055
H 0.53671 -4.57808 -1.61267 0.013
H -0.80619 -3.99568 -2.61607 0.043
H -0.46349 -4.62288 1.66253 0.053
H 0.53081 -3.16508 1.92193 0.007
H 1.01121 -4.36838 0.71563 0.035
H -3.05319 -2.98908 1.09363 0.045
H -2.67589 -4.56758 0.35143 0.099
H -4.90969 -1.86478 0.32453 0.093
H -6.64689 -1.47128 -1.37787 0.109
H -6.54249 -2.63978 -3.54677 0.114
H -4.68999 -4.20438 -4.00987 0.115
H -2.99779 -4.65018 -2.30637 0.093
```

Properties
Multiplicity: 2
⟨S²⟩: 1.230
Highest occupied orbital energy (alpha / beta) in eV: -15.0 / -15.0
LUMO (alpha / beta) in Eh: -0.3798 / -0.3492
Net charge: +3
Calculated total energy in hartree: -8255.53870
Molecular weight in u: 1298.26